# 1
Entry from the OMol25 dataset: a cluster of 8 separate species, C44H108F6N6O15P2S6 in total in a non-equilibrium geometry (ωB97M-V/def2-TZVPD).

The calculation puts the LUMO energy at -5.040 eV. The relative energy (zero: lowest compared OMol25 entry of this formula, charge and spin) comes out at 176.9 kcal/mol. The total energy comes out at -186902.99947 eV. Its HOMO-LUMO gap is 6.90 eV. The net charge is +2. The HOMO energy comes out at -11.93 eV. As for the spin multiplicity: 1.

Cartesian coordinates (Å):
1 C 24.233 2.666 -6.791
2 C 24.816 2.944 -8.168
3 C 26.163 3.618 -8.284
4 O 25.941 5.080 -8.178
5 C 27.168 5.748 -7.936
6 N 25.011 1.651 -8.994
7 H 25.180 1.746 -9.986
8 H 25.824 1.179 -8.623
9 H 24.300 0.946 -8.864
10 H 23.726 1.733 -6.544
11 H 23.475 3.415 -6.564
12 H 25.033 2.750 -6.055
13 H 24.031 3.375 -8.790
14 H 26.650 3.373 -9.228
15 H 26.854 3.189 -7.558
16 H 27.101 6.836 -7.926
17 H 27.846 5.700 -8.788
18 H 27.607 5.550 -6.958
19 C 19.076 -3.420 -1.893
20 C 19.103 -4.666 -2.881
21 C 20.167 -4.752 -3.968
22 O 20.128 -3.803 -4.969
23 C 18.897 -3.662 -5.761
24 N 19.007 -6.059 -2.103
25 H 18.598 -6.726 -2.742
26 H 19.879 -6.403 -1.728
27 H 18.307 -5.936 -1.385
28 H 19.110 -2.478 -2.440
29 H 19.913 -3.493 -1.200
30 H 18.154 -3.456 -1.313
31 H 18.095 -4.751 -3.286
32 H 20.006 -5.701 -4.479
33 H 21.183 -4.823 -3.578
34 H 18.906 -2.968 -6.602
35 H 17.993 -3.521 -5.168
36 H 18.726 -4.600 -6.289
37 C 27.415 -5.306 -13.771
38 C 25.979 -5.884 -13.610
39 C 24.806 -4.960 -14.076
40 O 25.167 -3.581 -13.761
41 C 25.026 -3.179 -12.413
42 N 25.976 -7.205 -14.208
43 H 25.251 -7.807 -13.841
44 H 25.722 -7.084 -15.178
45 H 26.797 -7.786 -14.111
46 H 27.520 -4.972 -14.803
47 H 28.231 -5.987 -13.532
48 H 27.695 -4.532 -13.056
49 H 25.814 -6.005 -12.539
50 H 23.841 -5.265 -13.671
51 H 24.738 -4.935 -15.163
52 H 23.970 -3.205 -12.144
53 H 25.394 -2.159 -12.298
54 H 25.636 -3.825 -11.783
55 C 19.272 -5.165 -10.402
56 C 19.762 -4.889 -9.013
57 C 21.269 -5.350 -8.852
58 C 21.924 -5.012 -7.509
59 P 23.665 -5.395 -7.051
60 C 23.807 -7.136 -6.440
61 C 23.702 -8.319 -7.490
62 C 24.435 -9.554 -6.957
63 C 24.221 -10.739 -8.013
64 C 24.254 -4.182 -5.655
65 C 24.355 -2.698 -5.886
66 C 24.750 -1.829 -4.622
67 C 26.255 -1.936 -4.290
68 C 24.823 -5.051 -8.400
69 C 26.249 -5.462 -8.037
70 C 27.355 -5.214 -9.112
71 C 27.531 -6.297 -10.198
72 H 19.125 -6.238 -10.524
73 H 20.075 -4.857 -11.072
74 H 18.307 -4.789 -10.740
75 H 19.175 -5.383 -8.238
76 H 19.758 -3.809 -8.864
77 H 21.863 -4.938 -9.668
78 H 21.249 -6.429 -9.003
79 H 21.213 -5.387 -6.773
80 H 21.873 -3.960 -7.227
81 H 23.205 -7.235 -5.536
82 H 24.832 -7.179 -6.074
83 H 23.963 -8.045 -8.512
84 H 22.630 -8.498 -7.568
85 H 24.180 -9.863 -5.943
86 H 25.495 -9.318 -7.056
87 H 24.904 -11.486 -7.609
88 H 24.575 -10.677 -9.042
89 H 23.169 -10.978 -8.169
90 H 25.192 -4.572 -5.262
91 H 23.514 -4.269 -4.859
92 H 23.430 -2.371 -6.360
93 H 25.138 -2.448 -6.603
94 H 24.185 -2.100 -3.731
95 H 24.586 -0.751 -4.627
96 H 26.477 -2.970 -4.028
97 H 26.465 -1.290 -3.438
98 H 27.044 -1.728 -5.013
99 H 24.826 -3.993 -8.660
100 H 24.518 -5.484 -9.353
101 H 26.243 -6.531 -7.828
102 H 26.534 -4.848 -7.183
103 H 28.305 -5.147 -8.582
104 H 27.156 -4.304 -9.679
105 H 27.996 -7.150 -9.704
106 H 28.077 -5.930 -11.067
107 H 26.585 -6.597 -10.647
108 C 18.878 11.605 -7.244
109 C 19.270 10.052 -7.160
110 C 20.459 9.677 -8.015
111 C 20.622 8.112 -7.958
112 P 22.108 7.511 -8.818
113 C 22.008 7.966 -10.681
114 C 20.605 7.915 -11.302
115 C 20.745 8.421 -12.758
116 C 19.442 8.387 -13.660
117 C 23.639 8.249 -8.206
118 C 24.246 7.780 -6.878
119 C 23.544 8.118 -5.568
120 C 23.179 9.577 -5.368
121 C 22.128 5.673 -8.708
122 C 21.062 4.931 -9.609
123 C 20.999 3.330 -9.358
124 C 19.986 2.686 -10.208
125 H 18.917 11.878 -8.298
126 H 19.664 12.085 -6.661
127 H 17.954 12.061 -6.889
128 H 18.369 9.439 -7.165
129 H 19.541 9.833 -6.127
130 H 21.323 10.200 -7.606
131 H 20.296 10.010 -9.040
132 H 19.738 7.490 -8.099
133 H 20.813 7.995 -6.891
134 H 22.710 7.212 -11.039
135 H 22.494 8.937 -10.780
136 H 19.847 8.526 -10.812
137 H 20.208 6.903 -11.387
138 H 21.435 7.770 -13.296
139 H 21.204 9.408 -12.705
140 H 18.573 8.749 -13.111
141 H 19.023 7.396 -13.832
142 H 19.504 8.893 -14.624
143 H 23.706 9.316 -8.423
144 H 24.381 7.786 -8.856
145 H 25.259 8.170 -6.777
146 H 24.455 6.724 -7.049
147 H 24.089 7.890 -4.652
148 H 22.668 7.475 -5.489
149 H 22.100 9.699 -5.452
150 H 23.544 10.245 -6.148
151 H 23.462 9.758 -4.331
152 H 21.886 5.473 -7.664
153 H 23.146 5.327 -8.888
154 H 21.169 5.237 -10.650
155 H 20.080 5.310 -9.326
156 H 20.840 3.155 -8.294
157 H 22.022 3.073 -9.634
158 H 19.021 3.193 -10.192
159 H 19.875 1.678 -9.808
160 H 20.183 2.837 -11.269
161 N 27.729 0.596 -9.129
162 S 28.881 0.661 -8.140
163 O 30.223 0.183 -8.470
164 O 28.452 0.602 -6.741
165 F 29.063 2.232 -8.297
166 S 27.659 -1.135 -8.961
167 O 27.095 -1.704 -7.699
168 O 28.687 -1.940 -9.630
169 F 26.388 -1.334 -10.010
170 N 24.835 2.410 -11.727
171 S 23.779 1.841 -12.741
172 O 23.837 2.206 -14.166
173 O 22.452 1.505 -12.174
174 F 24.416 0.391 -12.702
175 S 24.563 4.043 -12.107
176 O 23.351 4.630 -11.623
177 O 25.288 4.612 -13.209
178 F 25.525 4.463 -10.896
179 N 23.103 -0.195 -8.298
180 S 21.692 -0.298 -7.403
181 O 21.036 -1.579 -7.242
182 O 20.879 0.918 -7.276
183 F 22.418 -0.230 -5.906
184 S 22.633 -1.115 -9.426
185 O 21.482 -0.659 -10.182
186 O 22.780 -2.529 -9.180
187 F 23.716 -0.677 -10.574

Atomic partial charges in e from the Mulliken method, atoms 1 to 99: -1.23, 2.70, -1.88, 0.15, -1.11, 2.15, 0.73, -0.10, -0.55, 0.08, 0.07, 0.48, -1.55, 0.47, 0.63, 0.29, 0.37, 0.40, -1.36, 0.03, -0.90, -0.01, -1.01, -0.27, 0.37, 0.32, 0.37, 0.33, 0.39, 0.45, 0.40, 0.43, 0.49, 0.21, 0.43, 0.38, -1.51, 1.03, -0.88, -0.46, -0.08, -0.02, 0.36, 0.38, 0.36, 0.40, 0.57, 0.29, -0.67, 0.34, 0.49, 0.39, 0.05, -0.08, -1.51, 0.26, -0.88, 0.38, 0.57, -1.32, -0.75, -0.41, -1.33, -1.45, 2.25, -0.60, -1.23, -0.54, -0.49, -0.15, -1.37, 0.38, 0.28, 0.41, 0.28, 0.02, 0.29, 0.54, 0.36, -0.47, 0.74, 0.63, 0.37, 0.50, 0.39, 0.32, 0.38, 0.32, 0.36, 0.65, 0.46, -1.17, -0.39, 0.37, 0.20, 0.31, 0.44, 0.22, -0.04

# 2
Entry from the OMol25 dataset: a structure of composition C44H108F6O16Zn in a non-equilibrium geometry (ωB97M-V/def2-TZVPD).

The calculation puts the LUMO energy at -0.696 eV. The relative energy (zero: lowest compared OMol25 entry of this formula, charge and spin) comes out at 0.0 kcal/mol. The total energy comes out at -144860.46740 eV. Its HOMO-LUMO gap is 8.20 eV. The HOMO energy comes out at -8.89 eV. As for the spin multiplicity: 1.

Cartesian coordinates (Å):
1 Zn -2.855 -1.838 2.424
2 C -0.679 -0.009 1.150
3 O -0.548 -1.120 0.268
4 O -1.620 -0.324 2.064
5 C 0.665 0.379 1.792
6 F 1.633 0.577 0.843
7 F 0.609 1.559 2.451
8 F 1.125 -0.549 2.649
9 C -0.083 -0.878 -1.054
10 C -0.075 -2.244 -1.715
11 H 0.303 -2.166 -2.734
12 H 0.592 -2.930 -1.189
13 H -1.083 -2.656 -1.760
14 H 0.896 -0.394 -1.107
15 H -0.741 -0.201 -1.614
16 H -1.051 0.836 0.550
17 C -5.019 -2.100 0.943
18 O -4.506 -3.172 1.705
19 O -4.617 -0.995 1.642
20 C -4.501 -2.230 -0.510
21 F -5.225 -1.359 -1.281
22 F -3.195 -1.917 -0.633
23 F -4.706 -3.458 -1.060
24 C -5.283 -4.338 1.922
25 C -4.624 -5.246 2.947
26 H -5.133 -6.209 2.946
27 H -3.560 -5.402 2.766
28 H -4.685 -4.844 3.961
29 H -5.420 -4.891 0.990
30 H -6.295 -4.127 2.281
31 H -6.114 -2.136 0.982
32 C 1.087 2.512 -5.671
33 C 1.091 2.820 -4.192
34 C 0.343 1.805 -3.327
35 O 2.417 2.855 -3.653
36 H 0.068 2.395 -6.052
37 H 1.507 1.520 -5.858
38 H 1.562 3.302 -6.252
39 H 0.629 3.803 -4.039
40 H 0.387 2.103 -2.281
41 H 0.776 0.822 -3.523
42 H -0.723 1.801 -3.564
43 H 2.914 3.554 -4.096
44 C -2.829 1.768 4.886
45 C -3.384 2.490 3.655
46 C -2.315 3.475 3.172
47 O -3.669 1.579 2.619
48 H -2.322 2.480 5.543
49 H -2.079 1.043 4.557
50 H -3.567 1.198 5.454
51 H -4.287 3.053 3.896
52 H -2.620 4.105 2.327
53 H -1.377 3.053 2.796
54 H -2.085 4.232 3.931
55 H -2.842 1.248 2.235
56 C 1.813 -5.132 -0.563
57 C 2.296 -4.028 -1.496
58 C 3.814 -3.818 -1.355
59 O 2.014 -4.376 -2.836
60 H 2.231 -6.060 -0.962
61 H 0.731 -5.168 -0.434
62 H 2.242 -5.074 0.440
63 H 1.852 -3.069 -1.201
64 H 4.363 -4.750 -1.486
65 H 4.140 -3.261 -0.477
66 H 4.069 -3.190 -2.215
67 H 2.068 -3.530 -3.337
68 C 1.538 6.083 -0.325
69 C 0.431 5.078 -0.675
70 C 0.695 3.744 0.026
71 O -0.850 5.473 -0.207
72 H 1.406 6.361 0.720
73 H 1.476 6.946 -0.989
74 H 2.532 5.646 -0.418
75 H 0.389 4.849 -1.747
76 H 0.056 2.948 -0.374
77 H 0.427 3.790 1.081
78 H 1.685 3.346 -0.209
79 H -1.130 6.281 -0.651
80 C 4.137 -1.226 1.990
81 C 4.206 -0.235 3.178
82 C 3.903 -0.901 4.486
83 O 5.465 0.400 3.191
84 H 3.294 -1.900 2.138
85 H 5.050 -1.820 1.912
86 H 4.011 -0.664 1.063
87 H 3.438 0.525 2.985
88 H 4.664 -1.626 4.782
89 H 2.945 -1.422 4.448
90 H 3.801 -0.153 5.276
91 H 5.873 0.443 2.326
92 C 1.908 -1.699 -6.699
93 C 1.095 -2.039 -5.465
94 C 0.413 -3.393 -5.563
95 O 1.981 -2.087 -4.335
96 H 2.176 -0.644 -6.589
97 H 1.431 -1.836 -7.669
98 H 2.806 -2.317 -6.703
99 H 0.350 -1.265 -5.247
100 H -0.138 -3.676 -4.665
101 H 1.112 -4.209 -5.757
102 H -0.308 -3.440 -6.384
103 H 2.490 -1.242 -4.335
104 C 0.415 5.908 3.666
105 C 1.007 4.877 4.620
106 C 2.190 4.157 4.000
107 O 1.399 5.621 5.781
108 H -0.246 6.603 4.180
109 H -0.104 5.408 2.843
110 H 1.186 6.495 3.161
111 H 0.239 4.153 4.910
112 H 1.860 3.519 3.181
113 H 2.748 3.608 4.761
114 H 2.916 4.864 3.590
115 H 1.564 4.994 6.494
116 C -0.703 -5.276 0.824
117 C -0.884 -4.310 1.979
118 C 0.414 -3.698 2.514
119 O -1.720 -3.218 1.513
120 H -0.202 -6.168 1.204
121 H -0.141 -4.833 0.002
122 H -1.680 -5.573 0.440
123 H -1.386 -4.808 2.810
124 H 0.273 -3.173 3.461
125 H 0.864 -2.970 1.837
126 H 1.138 -4.502 2.673
127 H -1.324 -2.915 0.675
128 C -0.701 -0.317 7.591
129 C 0.606 0.386 7.229
130 C 0.774 0.551 5.738
131 O 0.754 1.665 7.867
132 H -0.632 -0.587 8.647
133 H -0.754 -1.239 7.012
134 H -1.535 0.342 7.353
135 H 1.440 -0.238 7.580
136 H 0.998 -0.415 5.280
137 H 1.657 1.108 5.414
138 H -0.112 1.047 5.337
139 H 0.342 1.552 8.732
140 C -4.119 1.620 -2.393
141 C -3.786 1.685 -0.912
142 C -2.882 2.902 -0.639
143 O -4.994 1.834 -0.178
144 H -4.658 0.714 -2.662
145 H -3.282 1.658 -3.099
146 H -4.713 2.505 -2.649
147 H -3.264 0.766 -0.639
148 H -2.306 2.759 0.273
149 H -3.385 3.868 -0.611
150 H -2.166 2.988 -1.466
151 H -5.500 2.527 -0.615
152 C 5.565 1.055 -3.381
153 C 4.433 0.071 -3.102
154 C 3.810 0.155 -1.715
155 O 3.412 0.239 -4.101
156 H 5.154 2.060 -3.254
157 H 5.947 0.940 -4.393
158 H 6.406 0.966 -2.692
159 H 4.737 -0.968 -3.251
160 H 4.541 0.070 -0.907
161 H 3.009 -0.564 -1.535
162 H 3.326 1.122 -1.531
163 H 3.077 1.151 -3.990
164 C -1.601 -0.884 -6.785
165 C -2.896 -1.136 -6.025
166 C -2.620 -1.339 -4.539
167 O -3.685 0.047 -6.210
168 H -1.118 0.036 -6.460
169 H -1.819 -0.830 -7.851
170 H -0.950 -1.744 -6.610
171 H -3.460 -1.974 -6.450
172 H -3.520 -1.461 -3.935
173 H -2.122 -0.424 -4.204
174 H -1.940 -2.173 -4.356
175 H -4.572 -0.156 -5.891

Atomic partial charges in e from the Mulliken method, atoms 1 to 99: 0.60, 0.98, 0.60, -0.29, 0.18, 0.23, 0.00, 0.11, 1.66, -0.23, -0.13, -1.09, 0.08, -0.59, -0.24, -1.59, -0.20, -0.33, -0.60, 0.82, -0.27, -0.07, -0.34, -0.45, -1.02, 0.43, 0.07, 0.30, 0.32, 0.34, 0.52, -1.45, 0.07, 1.27, -0.48, 0.40, 0.12, 0.44, 0.51, -1.05, -0.46, 0.37, 0.25, -0.92, 0.24, -0.95, -0.31, 0.42, -0.05, 0.40, 0.42, 0.28, -0.12, 0.71, -0.33, -2.18, 2.21, -1.11, -0.62, 0.56, 0.35, 0.17, -0.36, 0.35, 0.12, 0.14, 0.34, -1.35, 1.02, 0.65, -0.44, 0.17, 0.44, 0.32, -0.06, -1.51, -0.37, 0.62, 0.28, -1.06, 1.94, -1.30, -0.64, -0.02, 0.62, -0.03, -0.68, 0.43, 0.10, 0.33, 0.35, -1.86, 2.12, -1.84, -0.13, 0.27, 0.31, 0.45, -0.58